Record 1
Formula: C34H56ClF2N5O4Si
Source: the OMol25 dataset
Level of theory: ωB97M-V with the def2-TZVPD basis set

Output
Highest occupied orbital energy (alpha / beta)   -8.5 / -8.5 eV
Multiplicity   3
Net charge   0
LUMO level (alpha / beta)   0.373 / -0.093 eV

Each line ends with the Löwdin charge.
Positions of all 103 atoms, in Å:
C1 -0.98652 0.12845 -0.07373  -0.213
Si1 -2.05980 -0.21151 1.49529  0.547
C2 -2.08068 1.47142 2.47759  -0.209
C3 -1.26949 -1.55304 2.65606  -0.243
C4 0.00768 -2.26957 1.95666  -0.141
C5 0.77057 -3.31774 2.94631  -0.319
F1 2.16359 -2.98833 2.87851  0.010
F2 0.35268 -3.00925 4.31194  -0.013
C6 0.45037 -4.87238 2.57841  -0.211
C7 -1.16713 -4.91707 2.38431  -0.127
N1 -2.37991 -4.89793 2.30280  0.170
C8 1.05857 -5.33188 1.15371  -0.102
O1 2.50141 -5.23874 1.05435  -0.222
O2 3.11387 -6.41344 1.30928  -0.043
C9 0.75928 -5.89790 3.79903  -0.697
N2 -0.47491 -5.88897 4.67599  0.018
Cl1 2.25568 -5.49031 4.77970  0.686
C10 0.91845 -7.43280 3.32322  -0.156
N3 1.10743 -8.51077 2.79381  0.151
C11 -3.88141 -0.56701 1.03275  -0.227
C12 -4.93068 -0.53384 2.23096  -0.059
C13 -6.45386 -0.77776 1.86954  -0.065
C14 -6.90803 -1.03408 0.36925  -0.078
C15 -5.86502 -1.09108 -0.78904  -0.081
C16 -4.36054 -0.84968 -0.44612  -0.069
H1 -0.00158 0.63115 0.24617  0.049
H2 -1.56867 0.93853 -0.67331  0.035
H3 -0.81473 -0.80724 -0.72421  0.043
H4 -2.78616 2.16616 1.87187  0.042
H5 -1.02272 1.89194 2.59623  0.044
H6 -2.59623 1.23028 3.48410  0.037
H7 -0.91570 -0.95992 3.59278  0.092
H8 -2.05362 -2.31830 3.01945  0.075
H9 -0.31316 -2.74376 0.96169  0.109
H10 0.78652 -1.45298 1.67604  0.130
H11 0.62140 -4.59351 0.36802  0.148
H12 0.71245 -6.37676 0.81132  0.153
H13 2.91602 -7.09317 0.61877  0.128
H14 -0.40823 -6.77751 5.22358  0.096
H15 -0.40561 -5.14837 5.39239  0.085
H16 -4.61049 -0.31557 3.31656  0.088
H17 -7.25591 -0.73213 2.68271  0.077
H18 -8.03299 -1.17396 0.15165  0.085
H19 -6.22459 -1.26978 -1.86765  0.087
H20 -3.53971 -0.85950 -1.25137  0.081
C17 6.86129 -2.40295 -3.74050  -0.043
C18 5.97218 -1.36025 -3.00632  -0.478
C19 6.71997 -0.84089 -1.75891  -0.137
C20 6.78037 -1.86435 -0.62450  -0.183
C21 5.38711 -2.38401 -0.28247  -0.129
C22 4.61604 -2.91227 -1.51264  -0.473
N4 4.64308 -1.95938 -2.66495  -0.044
O3 3.78736 -0.93260 -2.36949  -0.027
C23 5.19760 -4.27727 -1.95109  -0.037
C24 3.16816 -3.26422 -1.07388  -0.043
C25 5.83479 -0.21009 -4.03997  -0.049
H21 7.52156 -1.92532 -4.47117  0.081
H22 7.52573 -2.94569 -3.06731  0.065
H23 6.26041 -3.12576 -4.29821  0.087
H24 6.23631 0.06779 -1.37999  0.123
H25 7.74259 -0.54719 -2.02683  0.125
H26 7.43696 -2.69766 -0.89193  0.101
H27 7.22646 -1.40387 0.26224  0.114
H28 5.47290 -3.17300 0.47269  0.127
H29 4.82157 -1.57202 0.19097  0.124
H30 4.72376 -4.62678 -2.87293  0.091
H31 5.01988 -5.04265 -1.18718  0.085
H32 6.27566 -4.26956 -2.10361  0.059
H33 2.64389 -2.41324 -0.63027  0.076
H34 3.17354 -4.05388 -0.31541  0.053
H35 2.57829 -3.62612 -1.92257  0.093
H36 5.33937 -0.56003 -4.95110  0.089
H37 6.81985 0.17438 -4.32561  0.083
H38 5.27734 0.64770 -3.65499  0.075
C26 -4.69366 7.03862 -2.24786  -0.043
C27 -4.59627 6.52951 -0.78223  -0.477
C28 -3.97455 7.63358 0.10068  -0.136
C29 -2.47437 7.81607 -0.13213  -0.184
C30 -1.73495 6.48842 0.00455  -0.135
C31 -2.33526 5.36513 -0.87002  -0.481
N5 -3.81879 5.25112 -0.72696  -0.042
O4 -4.07071 4.66246 0.48313  -0.025
C32 -1.97139 5.60428 -2.35477  -0.044
C33 -1.60846 4.03429 -0.53255  -0.047
C34 -6.07886 6.31760 -0.37345  -0.048
H39 -5.63742 7.56211 -2.43004  0.081
H40 -3.91451 7.75819 -2.50170  0.065
H41 -4.65759 6.21501 -2.96543  0.087
H42 -4.13487 7.40381 1.16120  0.124
H43 -4.48062 8.59031 -0.07897  0.125
H44 -2.28753 8.25038 -1.11876  0.100
H45 -2.07485 8.53305 0.59153  0.113
H46 -0.67953 6.63682 -0.24901  0.124
H47 -1.75366 6.18906 1.05972  0.124
H48 -2.46001 4.86938 -3.00080  0.092
H49 -0.89187 5.50635 -2.51465  0.088
H50 -2.22557 6.59909 -2.71699  0.058
H51 -1.67854 3.77289 0.52615  0.058
H52 -0.54150 4.10476 -0.76270  0.089
H53 -2.01723 3.20540 -1.11853  0.079
H54 -6.55585 5.56427 -1.00824  0.090
H55 -6.64719 7.24792 -0.47965  0.083
H56 -6.19628 6.01091 0.66909  0.075



Record 2
Formula: C34H56MnN2O2P3
Source: the OMol25 dataset
Level of theory: ωB97M-V with the def2-TZVPD basis set

Output
Highest occupied orbital energy (alpha / beta)   -16.5 / -17.3 eV
Multiplicity   4
Net charge   +3
Relative energy (zero: lowest compared OMol25 entry of this formula, charge and spin)   0.0 kJ/mol
LUMO level (alpha / beta)   -10.807 / -10.446 eV

Each line ends with the Löwdin charge.
Positions of all 98 atoms, in Å:
C1 -1.33040 -1.44943 -2.58857  -0.290
C2 0.72661 -2.40552 -1.86828  -0.285
C3 -1.45327 -2.38805 -3.60322  0.029
C4 0.54054 -3.46034 -2.79345  0.044
C5 -0.53174 -3.43923 -3.66283  0.022
H1 -2.28767 -2.29804 -4.29083  0.142
H2 1.30162 -4.24390 -2.80164  0.145
H3 -0.66560 -4.23149 -4.39258  0.141
N1 -0.29013 -1.47230 -1.72331  0.003
P1 -2.51085 -0.04701 -0.54154  1.168
P2 2.32250 -0.72985 -0.27520  1.149
C6 -2.36423 -0.34737 -2.36579  -0.210
H4 -2.03327 0.58911 -2.85049  0.086
H5 -3.33623 -0.60293 -2.81256  0.098
C7 1.92373 -2.20917 -1.14690  -0.149
H6 2.69792 -2.96942 -1.28467  0.107
C8 3.54189 0.12283 -1.53008  -0.616
C9 3.34499 -1.31640 1.24745  -0.643
C10 -3.36908 1.63558 -0.36784  -0.651
C11 -3.63124 -1.49569 -0.01955  -0.639
C12 3.59973 1.60674 -1.13871  -0.073
H7 4.01466 1.74751 -0.13184  0.076
H8 4.25071 2.13826 -1.84958  0.111
H9 2.61079 2.07268 -1.16455  0.052
C13 4.95588 -0.47416 -1.53944  -0.069
H10 5.50681 -0.32344 -0.60373  0.079
H11 4.94051 -1.54147 -1.79730  0.093
H12 5.52947 0.03557 -2.33164  0.115
C14 3.00036 -0.06004 -2.95108  -0.082
H13 3.61223 0.52546 -3.65352  0.116
H14 3.04450 -1.11000 -3.26309  0.094
H15 1.96868 0.28243 -3.04654  0.027
C15 4.02420 -0.07610 1.85430  -0.074
H16 3.28878 0.71962 2.04867  0.071
H17 4.48711 -0.35602 2.81327  0.110
H18 4.82044 0.33102 1.21939  0.071
C16 2.38024 -1.90875 2.28160  -0.095
H19 1.63964 -1.17300 2.61006  0.031
H20 1.85018 -2.78338 1.88420  0.094
H21 2.95708 -2.24058 3.16003  0.115
C17 4.35853 -2.41683 0.92331  -0.067
H22 5.13505 -2.11884 0.21736  0.062
H23 4.86577 -2.68758 1.86159  0.114
H24 3.86077 -3.31337 0.53989  0.085
C18 -4.11647 -1.24273 1.41700  -0.069
H25 -4.67166 -2.13245 1.75252  0.113
H26 -3.27290 -1.10039 2.10765  0.071
H27 -4.80163 -0.38783 1.48746  0.077
C19 -2.82929 -2.80936 -0.04398  -0.067
H28 -2.47057 -3.04839 -1.05231  0.075
H29 -1.97920 -2.78605 0.64610  0.064
H30 -3.49934 -3.62167 0.27616  0.116
C20 -4.83162 -1.69446 -0.95574  -0.060
H31 -5.41296 -2.54388 -0.56666  0.115
H32 -5.49675 -0.82680 -0.99327  0.071
H33 -4.52144 -1.95548 -1.97440  0.081
C21 -2.62626 2.68770 -1.20307  -0.092
H34 -2.63379 2.45494 -2.27403  0.081
H35 -3.12764 3.65917 -1.07592  0.113
H36 -1.58677 2.80336 -0.88277  0.056
C22 -3.28236 2.03685 1.11269  -0.085
H37 -2.23997 2.06845 1.46047  0.059
H38 -3.72438 3.03713 1.23668  0.114
H39 -3.84063 1.35475 1.76508  0.070
C23 -4.83270 1.58428 -0.82969  -0.062
H40 -4.93552 1.17951 -1.84698  0.094
H41 -5.47692 1.02034 -0.14156  0.083
H42 -5.22037 2.61579 -0.85011  0.112
Mn1 -0.11776 -0.24016 -0.21499  0.508
C24 -0.46653 -0.82417 1.47701  -0.200
O1 -0.86121 -1.45397 2.39771  0.116
N2 0.29246 1.32088 -1.25055  0.114
C25 0.44897 1.73380 -2.35580  -0.084
C26 0.55190 2.58835 -3.46888  -0.214
C27 0.33587 3.96986 -3.28030  0.004
C28 0.86385 2.09507 -4.75964  -0.010
C29 0.46648 4.84930 -4.35426  -0.020
H43 0.06616 4.33005 -2.28332  0.130
C30 1.01515 2.98873 -5.81908  -0.024
H44 0.97431 1.01904 -4.90586  0.119
C31 0.82663 4.36468 -5.62036  -0.001
H45 0.28370 5.91527 -4.20075  0.132
H46 1.27397 2.61176 -6.81088  0.130
H47 0.94976 5.05648 -6.45807  0.135
C32 0.47346 0.14870 4.95660  -0.152
P3 0.21213 1.52281 3.81992  0.597
C33 -1.38883 2.21772 4.24933  -0.157
C34 1.52537 2.70657 4.11922  -0.148
O2 0.22506 1.05955 2.36840  -0.420
H48 0.17340 0.45857 5.96715  0.077
H49 1.53537 -0.13078 4.97014  0.066
H50 -0.13182 -0.70936 4.63578  0.052
H51 -1.44080 2.38836 5.33212  0.076
H52 -1.54254 3.16427 3.71461  0.068
H53 -2.17612 1.50795 3.95982  0.059
H54 2.49525 2.26005 3.85584  0.057
H55 1.36702 3.59560 3.49367  0.072
H56 1.53535 2.99183 5.17905  0.080



Q: Among the records above, which one has the highest multiplicity?
A: C34H56MnN2O2P3



Q: Among the records above, which one has the highest net charge?
A: C34H56MnN2O2P3



Q: The lowest net charge belongs to which entry?
A: C34H56ClF2N5O4Si



Q: Among the records above, which one has the highest net charge?
A: C34H56MnN2O2P3